No. 1
Density functional theory data (ωB97M-V/def2-TZVPD) for the molecule C9H10N4 at a distorted geometry.

Each line ends with the natural charge from an NBO analysis.
Element x y z (Å)
C: 0.2196 -2.8734 1.6986  -0.45
N: -0.7429 -1.7990 1.9656  -0.22
C: -1.7170 -1.9865 2.9843  -0.42
N: -0.7698 -0.5214 1.5247  0.05
N: 0.0334 -0.4050 0.5339  -0.32
C: -0.0345 0.7465 -0.2285  0.11
C: -0.6517 1.9344 0.0628  -0.23
C: -0.7494 2.9760 -0.8754  -0.18
C: 0.1299 2.9364 -1.9845  -0.23
C: 0.8308 1.7793 -2.3064  -0.16
C: 0.7322 0.6754 -1.3698  -0.15
C: 1.4868 -0.5352 -1.7766  0.29
N: 2.0739 -1.5029 -2.1001  -0.33
H: 0.2928 -3.0101 0.6022  0.24
H: 1.2498 -2.4528 2.0054  0.22
H: -0.1243 -3.7946 2.1950  0.22
H: -2.2820 -3.0462 3.0095  0.20
H: -2.4922 -1.2234 2.8861  0.24
H: -1.2594 -2.1784 4.0307  0.19
H: -1.3824 2.0078 0.9618  0.23
H: -1.4341 3.8770 -0.6491  0.23
H: 0.2568 3.8223 -2.6386  0.22
H: 1.5336 1.6787 -3.0987  0.23

Properties
LUMO = 0.07 eV
Kohn-Sham gap = 8.38 eV
energy above the lowest of the compared OMol25 structures with the same formula, charge and spin = 90.2 kcal/mol
SMILES = CN(C)/N=N/c1ccccc1C#N

---

No. 2
Density functional theory data (ωB97M-V/def2-TZVPD) for a structure of composition C8H15ClI2N2OPSYb at a distorted geometry.

Each line ends with the Mulliken spin population.
Element x y z (Å)
I: 4.1496 1.6301 -0.1906  0.13
I: 4.4902 -1.5639 -0.1897  0.73
Yb: 1.4626 1.1172 0.5659  0.17
P: -0.7749 0.0473 -2.3889  -0.04
C: 0.2384 0.0645 -3.8645  -0.01
C: -1.7700 -1.4647 -2.4731  0.00
H: -2.4437 1.5636 -1.5275  0.00
H: -2.4338 1.5009 -3.3200  0.00
H: -1.1785 2.4155 -2.4381  0.00
C: -1.8158 1.5291 -2.4162  0.00
H: -2.3858 -1.5716 -1.5838  0.00
H: -2.4065 -1.4473 -3.3637  0.00
H: -0.4095 0.0973 -4.7415  0.00
H: 0.8430 -0.8374 -3.9030  0.00
H: -1.1000 -2.3233 -2.5216  0.00
H: 0.8774 0.9414 -3.8369  0.00
C: 1.8474 -0.0541 -1.4342  0.00
O: 2.2564 -0.6024 -2.3664  0.00
Cl: -0.5651 -0.3706 0.2106  0.02
C: -0.7909 -1.7085 4.5847  0.00
N: -0.9584 -0.3658 4.0786  0.00
C: -1.9534 0.5447 4.4561  0.00
C: -1.6530 1.7361 3.8898  0.00
N: -0.5222 1.5459 3.1144  0.00
C: -0.0098 0.3048 3.3788  0.00
S: 1.5932 -0.0425 3.0782  0.01
H: -0.9494 -2.4661 3.8091  0.00
H: 0.2327 -1.8404 4.9440  0.00
H: -1.5014 -1.8680 5.3809  0.00
H: -2.7868 0.3251 5.0876  0.00
H: -2.0882 2.7266 3.9222  0.00
H: 0.0967 2.3384 2.8947  0.00

Properties
LUMO (alpha / beta) = -10.60 / -10.44 eV
Kohn-Sham gap (alpha / beta) = 2.91 / 3.72 eV
net charge = +2
spin multiplicity = 2

---

No. 3
Density functional theory data (ωB97M-V/def2-TZVPD) for the molecule C3H4N2O at a distorted geometry.

Each line ends with the natural charge from an NBO analysis.
Element x y z (Å)
O: -1.2439 1.6987 0.4621  -0.65
C: -0.4073 0.8417 0.1282  0.60
C: -0.9465 -0.6229 -0.0036  -0.32
N: 0.1784 -1.5599 -0.0934  -0.34
C: 1.3200 -1.2102 -0.1346  0.34
N: 0.8855 0.9734 -0.2117  -0.86
H: -1.5609 -0.8837 0.8651  0.25
H: -1.5654 -0.7352 -0.9032  0.24
H: 2.0499 -0.3755 -0.1612  0.35
H: 1.2902 1.8736 0.0522  0.39

Properties
LUMO (alpha / beta) = -0.95 / -0.95 eV
Kohn-Sham gap (alpha / beta) = 8.15 / 8.15 eV
energy above the lowest of the compared OMol25 structures with the same formula, charge and spin = 91.3 kcal/mol

---

No. 4
Density functional theory data (ωB97M-V/def2-TZVPD) for the molecule C13H23NO3.

Each line ends with the natural charge from an NBO analysis.
Element x y z (Å)
C: 3.1416 2.8727 3.9951  -0.61
C: 2.0304 3.4014 3.0952  -0.39
C: 1.2699 2.2981 2.3574  -0.39
C: 2.1083 1.6076 1.2835  -0.39
C: 1.3587 0.4841 0.5658  -0.40
C: 0.2055 0.9881 -0.2994  -0.38
C: -0.3788 -0.1100 -1.1860  -0.24
C: -1.4644 0.3861 -2.1003  0.24
N: -1.3638 1.4947 -2.6944  -0.15
O: -2.4444 1.8438 -3.5161  -0.58
C: -2.6001 -0.5934 -2.1480  -0.48
C: -2.0684 -1.8270 -1.4232  -0.38
C: -1.0520 -1.2603 -0.4172  -0.33
C: -0.0631 -2.3222 -0.0041  0.82
O: 0.7718 -2.8058 -0.7225  -0.61
O: -0.2423 -2.6871 1.2717  -0.51
C: 0.6272 -3.6986 1.7627  -0.26
H: 2.7436 2.1530 4.7076  0.20
H: 3.9205 2.3868 3.4134  0.20
H: 3.5964 3.6892 4.5515  0.21
H: 1.3208 3.9614 3.7091  0.20
H: 2.4535 4.0952 2.3653  0.19
H: 0.3888 2.7425 1.8912  0.20
H: 0.9258 1.5543 3.0803  0.19
H: 2.4345 2.3481 0.5495  0.19
H: 3.0009 1.1816 1.7448  0.20
H: 0.9795 -0.2208 1.3091  0.19
H: 2.0637 -0.0546 -0.0722  0.21
H: 0.5568 1.7907 -0.9495  0.22
H: -0.5894 1.3923 0.3296  0.20
H: 0.4221 -0.5368 -1.8025  0.24
H: -2.1820 2.6945 -3.8929  0.48
H: -2.9080 -0.7884 -3.1757  0.24
H: -3.4574 -0.1582 -1.6274  0.23
H: -2.8530 -2.4021 -0.9336  0.22
H: -1.5441 -2.4779 -2.1253  0.22
H: -1.5633 -0.8834 0.4718  0.23
H: 0.5277 -4.6063 1.1645  0.19
H: 0.3309 -3.8832 2.7918  0.20
H: 1.6640 -3.3593 1.7157  0.19

Properties
LUMO = 0.86 eV
Kohn-Sham gap = 10.35 eV
energy above the lowest of the compared OMol25 structures with the same formula, charge and spin = 46.0 kcal/mol
SMILES = CCCCCC[C@@H]1/C(=N/O)CC[C@H]1C(=O)OC

---

No. 5
Density functional theory data (ωB97M-V/def2-TZVPD) for a structure of composition C23H43HfO3 at a distorted geometry.

Each line ends with the natural charge from an NBO analysis.
Element x y z (Å)
Hf: 0.6153 0.1428 0.9405  2.54
C: -0.2993 3.4171 1.0737  -0.25
O: 0.6793 2.3985 0.6311  -0.67
C: 2.0152 2.9779 0.4476  -0.10
C: 2.8869 1.9231 -0.1398  -0.10
O: 2.7681 0.6972 0.6565  -0.65
C: 3.6007 0.5864 1.8663  -0.10
C: 2.7358 0.7854 3.0697  -0.10
O: 1.5848 -0.1225 2.9717  -0.67
C: 1.6478 -1.3095 3.8552  -0.24
H: -0.1171 4.3109 0.4862  0.24
H: -1.2905 3.0321 0.8680  0.23
H: -0.1523 3.6076 2.1339  0.22
H: 1.9418 3.8186 -0.2395  0.26
H: 2.3631 3.3410 1.4122  0.22
H: 2.5563 1.6478 -1.1380  0.25
H: 3.9224 2.2466 -0.1937  0.26
H: 4.0366 -0.4071 1.8328  0.25
H: 4.4004 1.3236 1.8184  0.26
H: 3.3089 0.5768 3.9693  0.27
H: 2.3302 1.7900 3.1462  0.22
H: 2.0776 -0.9835 4.7958  0.24
H: 0.6293 -1.6403 4.0086  0.23
H: 2.2538 -2.0759 3.3832  0.22
C: 0.1295 -1.4698 -0.4297  -0.75
C: -1.1475 -0.8471 0.0355  -0.49
C: -1.5455 0.0540 -1.0178  0.32
C: -0.5642 -0.0139 -2.0550  -0.33
C: 0.3996 -0.9589 -1.7637  0.19
C: 1.4848 -1.4639 -2.6618  -0.12
C: 0.9564 -2.8245 -3.1824  -0.59
C: 1.7154 -0.5136 -3.8402  -0.61
C: 2.7949 -1.6894 -1.9006  -0.59
C: -2.7105 1.0077 -1.1920  -0.16
C: -3.7608 0.2119 -2.0098  -0.59
C: -3.3457 1.5465 0.0904  -0.59
C: -2.2583 2.2218 -2.0300  -0.60
C: -1.8410 -1.4802 1.2757  -0.04
C: -1.9274 -0.4618 2.4369  -0.54
C: -3.2145 -2.0627 0.9498  -0.61
C: -0.9560 -2.6253 1.7940  -0.57
H: 0.3606 -2.5001 -0.2024  0.30
H: -0.6179 0.5466 -2.9770  0.28
H: -0.0025 -2.7180 -3.6973  0.23
H: 0.8440 -3.5565 -2.3777  0.21
H: 1.6773 -3.2233 -3.8997  0.26
H: 0.8228 -0.4078 -4.4630  0.23
H: 2.5060 -0.9095 -4.4793  0.25
H: 2.0238 0.4853 -3.5083  0.20
H: 2.7210 -2.5175 -1.1907  0.22
H: 3.1135 -0.7935 -1.3651  0.19
H: 3.5882 -1.9374 -2.6066  0.26
H: -4.1485 -0.6490 -1.4597  0.22
H: -3.3503 -0.1387 -2.9608  0.23
H: -4.5977 0.8792 -2.2328  0.25
H: -3.9872 0.8262 0.5900  0.23
H: -3.9735 2.4029 -0.1576  0.26
H: -2.6032 1.8968 0.8069  0.17
H: -2.0287 1.9598 -3.0634  0.23
H: -1.3780 2.7162 -1.6035  0.19
H: -3.0695 2.9495 -2.0618  0.25
H: -2.7134 0.2719 2.3180  0.27
H: -0.9856 0.1280 2.5716  0.08
H: -2.0582 -0.9684 3.3932  0.27
H: -3.9620 -1.3017 0.7537  0.23
H: -3.5692 -2.6631 1.7941  0.25
H: -3.1473 -2.7174 0.0782  0.24
H: 0.0747 -2.3117 2.0459  0.16
H: -0.8643 -3.4443 1.0831  0.25
H: -1.3792 -3.0199 2.7170  0.26

Properties
LUMO = -10.80 eV
Kohn-Sham gap = 7.61 eV
energy above the lowest of the compared OMol25 structures with the same formula, charge and spin = 25.0 kcal/mol
net charge = +3

---

No. 6
Density functional theory data (ωB97M-V/def2-TZVPD) for a structure of composition C2HO3Y at a distorted geometry.

Each line ends with the natural charge from an NBO analysis.
Element x y z (Å)
O: -0.2354 -0.8224 0.0521  -0.49
C: -1.4264 -0.1511 0.0020  0.62
O: -1.6063 0.9680 0.3714  -0.43
C: 1.0026 -0.2569 0.0043  0.33
O: 1.1388 0.9047 -0.4098  -0.62
Y: 3.3330 0.1974 0.3460  2.39
H: -2.2064 -0.8397 -0.3661  0.20

Properties
LUMO = -12.11 eV
Kohn-Sham gap = 5.91 eV
energy above the lowest of the compared OMol25 structures with the same formula, charge and spin = 0.0 kcal/mol
net charge = +2

---

No. 7
Density functional theory data (ωB97M-V/def2-TZVPD) for a cluster of 8 separate species, C28H72N4O24P4 in total at a distorted geometry.

Each line ends with the Mulliken spin population.
Element x y z (Å)
C: -10.3552 -5.6965 9.2902  0.00
C: -11.4647 -6.0385 8.3203  0.00
O: -11.1378 -7.0059 7.2185  0.00
P: -11.3352 -6.7294 5.6256  0.00
O: -12.7050 -6.6550 5.0679  0.00
O: -10.2931 -7.8556 4.9802  0.00
C: -10.7822 -9.0474 4.3511  0.00
C: -10.8877 -10.0445 5.4170  0.00
O: -10.4411 -5.3791 5.3397  0.00
C: -10.2530 -4.9996 3.9619  0.00
C: -9.9674 -3.5346 4.0939  0.00
H: -10.7941 -5.0821 10.0764  0.00
H: -10.0471 -6.6574 9.7023  0.00
H: -9.4142 -5.3836 8.8379  0.00
H: -12.2404 -6.4919 8.9373  0.00
H: -11.9149 -5.0826 8.0524  0.00
H: -11.7367 -8.8677 3.8564  0.00
H: -10.0532 -9.2261 3.5608  0.00
H: -11.3308 -9.6797 6.3436  0.00
H: -11.5335 -10.8568 5.0834  0.00
H: -9.9500 -10.5054 5.7274  0.00
H: -9.4803 -5.5672 3.4433  0.00
H: -11.1677 -5.1944 3.4020  0.00
H: -9.8697 -3.0459 3.1245  0.00
H: -10.8451 -3.0108 4.4727  0.00
H: -9.1240 -3.4581 4.7801  0.00
C: -5.6214 -6.5761 -4.1627  0.00
C: -6.3415 -6.5521 -2.8130  0.01
O: -5.6804 -7.3540 -1.8763  0.00
P: -6.1694 -7.6083 -0.3844  0.00
O: -5.2382 -8.4536 0.3566  0.00
O: -6.3029 -6.0715 0.2885  0.00
C: -5.1498 -5.2566 0.5756  0.00
C: -5.6036 -3.8532 0.7026  0.00
O: -7.6920 -8.0869 -0.4623  0.00
C: -8.2171 -9.3798 -0.6617  0.00
C: -8.9431 -9.5966 0.6804  0.00
H: -6.0186 -5.9058 -4.9249  0.00
H: -4.5358 -6.5251 -4.0794  0.00
H: -5.5768 -7.5787 -4.5882  0.00
H: -6.2572 -5.4833 -2.6166  0.00
H: -7.3025 -6.9576 -3.1297  0.00
H: -4.8709 -5.4629 1.6090  0.00
H: -4.3546 -5.4358 -0.1480  0.00
H: -6.2634 -3.4472 1.4694  0.00
H: -4.6783 -3.3751 1.0242  0.00
H: -5.9148 -3.3771 -0.2272  0.00
H: -8.8713 -9.5736 -1.5118  0.00
H: -7.4434 -10.1474 -0.6752  0.00
H: -8.2491 -10.0340 1.3981  0.00
H: -9.0971 -8.7219 1.3123  0.00
H: -9.7198 -10.3613 0.6876  0.00
C: -14.2617 -12.1379 4.9206  0.00
C: -15.0025 -11.6846 3.6503  0.00
O: -15.8062 -10.5600 3.9012  0.00
P: -16.9528 -10.2100 2.8004  0.00
O: -17.5690 -11.3335 2.0341  0.00
O: -17.9784 -9.2787 3.6189  0.00
C: -17.6895 -8.0361 4.2897  0.00
C: -18.9394 -7.4760 4.9203  0.00
O: -16.2791 -9.0213 1.8348  0.00
C: -16.8235 -8.6670 0.5669  0.00
C: -17.4887 -7.3042 0.4367  0.00
H: -15.0058 -12.5059 5.6270  0.00
H: -13.5552 -12.9496 4.7472  0.00
H: -13.6777 -11.2853 5.2673  0.00
H: -14.4058 -11.3577 2.7987  0.00
H: -15.4806 -12.5143 3.1296  0.00
H: -16.9892 -8.2768 5.0896  0.00
H: -17.2469 -7.2552 3.6713  0.00
H: -19.4649 -8.1061 5.6378  0.00
H: -18.6262 -6.7206 5.6410  0.00
H: -19.5726 -7.1736 4.0862  0.00
H: -15.9542 -8.6858 -0.0904  0.00
H: -17.5652 -9.3713 0.1903  0.00
H: -17.9216 -7.2590 -0.5626  0.00
H: -18.2844 -7.3705 1.1788  0.00
H: -16.9287 -6.4051 0.6938  0.00
C: -15.3303 -3.6132 3.9019  0.00
C: -13.8449 -3.6731 3.3141  0.00
O: -13.9130 -3.1769 1.9752  0.00
P: -12.9458 -3.8244 0.8126  -0.01
O: -13.7152 -3.9562 -0.4533  0.00
O: -11.7603 -2.7560 0.9237  0.01
C: -10.4900 -3.0365 0.1922  -0.01
C: -10.5853 -2.8386 -1.3157  0.01
O: -12.3696 -5.1947 1.3428  0.00
C: -11.9930 -6.2159 0.5216  0.00
C: -12.8592 -7.2554 1.1623  0.00
H: -15.5138 -2.6196 4.3108  0.00
H: -16.0787 -3.9324 3.1766  0.00
H: -15.2108 -4.2235 4.7971  0.00
H: -13.0510 -3.2898 3.9551  0.00
H: -13.6376 -4.7424 3.3543  0.00
H: -9.7239 -2.4079 0.6462  0.00
H: -10.1500 -4.0643 0.3187  0.00
H: -11.4603 -3.3420 -1.7270  0.00
H: -10.7426 -1.7862 -1.5519  0.01
H: -9.7102 -3.3280 -1.7434  0.01
H: -12.1451 -5.9928 -0.5344  0.00
H: -10.9460 -6.5002 0.6266  0.00
H: -12.5478 -8.2832 0.9757  0.00
H: -12.9232 -7.2332 2.2502  0.00
H: -13.8343 -7.2684 0.6754  0.00
C: -20.2073 -3.0718 5.7366  0.00
N: -18.7995 -2.9583 6.1383  0.00
O: -18.5023 -2.5240 7.2737  0.00
O: -18.0004 -3.2715 5.2540  0.00
H: -20.6847 -2.0921 5.7559  0.00
H: -20.6469 -3.7514 6.4666  0.00
H: -20.3654 -3.5329 4.7616  0.00
C: -8.6701 -0.0014 -3.6944  0.05
N: -9.8016 0.8383 -3.3162  0.45
O: -10.1954 0.7191 -2.1361  0.25
O: -10.4110 1.5778 -4.1530  0.23
H: -8.2518 -0.4698 -2.8035  0.00
H: -7.9336 0.7170 -4.0544  0.00
H: -8.9312 -0.6545 -4.5271  0.00
C: -12.8395 -8.1575 -2.9069  0.00
N: -12.6616 -8.8028 -1.5543  0.00
O: -11.5969 -9.1888 -1.0707  0.00
O: -13.7179 -9.0416 -0.9998  0.00
H: -13.5784 -7.3562 -2.9084  0.00
H: -13.1550 -8.8690 -3.6700  0.00
H: -11.8230 -7.8922 -3.1973  0.00
C: -17.1742 0.2414 4.7087  0.00
N: -18.2779 -0.1244 3.6503  0.00
O: -18.3593 0.5406 2.6200  0.00
O: -19.0465 -1.0387 3.8527  0.00
H: -17.0337 -0.7643 5.1048  0.00
H: -17.7182 0.9752 5.3034  0.00
H: -16.2573 0.6229 4.2595  0.00

Properties
LUMO (alpha / beta) = 1.19 / 1.19 eV
Kohn-Sham gap (alpha / beta) = 1.71 / 4.97 eV
net charge = -1
spin multiplicity = 2